Entry 1:
C22H26Br2MnN6O3 as an isolated structure in a non-equilibrium geometry. Source: OMol25; level of theory: wB97M-V/def2-TZVPD.

Last column: Mulliken spin population.
Geometry (Å):
Mn -0.71213 -0.40182 -0.15302  3.9627
O -4.59061 -4.28809 2.73357  0.0038
C -3.62945 -3.51129 2.28406  0.0068
C -2.45613 -3.18015 2.92664  -0.0050
C -1.54773 -2.29561 2.31643  0.0157
N -1.81341 -1.78080 1.10180  -0.0593
C -2.95431 -2.16030 0.48167  0.0211
Br -3.13564 -1.37573 -1.23411  0.0450
C -3.87529 -3.06602 0.95354  -0.0019
H -4.37390 -4.69488 3.61291  -0.0001
H -2.20260 -3.58101 3.86700  -0.0006
H -0.65814 -2.00114 2.84254  -0.0048
H -4.79427 -3.40799 0.47951  -0.0029
C 2.33309 1.82620 -0.38492  0.0003
N 2.13580 1.45492 -1.77117  -0.0001
C 3.26405 1.63111 -2.73544  0.0009
C 3.34888 0.42005 -3.70993  0.0006
C 1.98523 0.41606 -4.41382  0.0001
N 0.89886 0.26408 -3.45147  -0.0020
C -0.38174 -0.20210 -3.97505  -0.0053
C 1.06718 0.83438 -2.21629  -0.0187
O -0.00108 0.72726 -1.40422  0.0697
H 3.05044 1.12102 -0.01718  -0.0015
H 1.33708 1.79024 0.07253  0.0118
H 2.86332 2.77241 -0.29979  -0.0003
H 4.16341 1.79449 -2.15015  -0.0003
H 3.01549 2.54490 -3.31766  -0.0002
H 3.42466 -0.49584 -3.13738  0.0000
H 4.20645 0.58020 -4.40086  0.0000
H 1.80340 -0.34935 -5.15935  -0.0004
H 1.81378 1.30714 -5.02723  0.0000
H -1.22449 0.02341 -3.33808  0.0036
H -0.31519 -1.25755 -4.07697  -0.0006
H -0.62925 0.28549 -4.93454  -0.0002
N -0.65523 3.69804 4.36074  0.0001
C -0.43101 2.98589 3.30073  -0.0024
O 0.58805 2.29842 3.09457  -0.0006
C -1.41300 2.86422 2.10967  -0.0015
C -2.15997 3.76447 1.42625  0.0074
C -2.86319 3.26301 0.31923  0.0028
C -2.62451 2.01574 -0.21856  0.0244
N -1.87585 1.10116 0.47422  -0.0123
C -1.41127 1.56621 1.65207  0.0129
H 0.16921 3.95180 4.90992  0.0000
H -1.50720 4.22768 4.60423  0.0000
H -2.20216 4.78775 1.76358  -0.0001
H -3.55004 3.86322 -0.26110  -0.0004
H -3.05598 1.69300 -1.16492  -0.0028
H -0.95483 0.86462 2.31186  -0.0266
Br 0.24381 -3.18114 -1.74049  0.0138
C 1.26622 -2.55117 -0.29165  0.0334
C 2.32451 -3.25011 0.18128  -0.0036
C 3.04874 -2.77964 1.23545  0.0111
C 2.64502 -1.62219 1.86981  -0.0065
C 1.54187 -0.96810 1.34557  0.0188
N 0.88425 -1.41670 0.27049  -0.1023
H 2.52831 -4.26247 -0.16335  0.0008
H 3.81939 -3.40569 1.63879  0.0001
H 3.06297 -1.18547 2.75399  -0.0008
H 1.16611 -0.06626 1.85403  -0.0034

Results
spin multiplicity	5
relative energy (zero: lowest compared OMol25 entry of this formula, charge and spin)	0.343	eV
E_tot	-7706.34639	hartree
HOMO energy (spin up / spin down)	-17.508 / -17.520	eV
total charge	+3



Entry 2:
C22H26BrFeN8O4 as an isolated structure in a non-equilibrium geometry. Source: OMol25; level of theory: wB97M-V/def2-TZVPD.

Last column: Mulliken spin population.
Geometry (Å):
Fe -0.12110 0.20440 -0.03810  3.7243
C 0.68260 0.30180 -4.09760  0.0170
C 1.02580 0.21990 -2.62200  -0.0402
O 0.13020 -0.26090 -1.84830  0.0297
C 2.27110 0.67180 -2.18670  0.0039
C 2.60370 0.76470 -0.82970  -0.0367
C 3.98710 1.08840 -0.34030  0.0104
N 1.63810 0.55710 0.06530  0.0162
N 1.85130 0.57000 1.35290  0.0471
C 0.79280 0.69820 2.15620  -0.0020
O -0.41960 0.79680 1.74710  0.0505
C 1.10060 0.90370 3.55770  -0.0019
C 0.07000 1.19840 4.46900  0.0127
C 0.35330 1.54200 5.76910  -0.0049
C 1.66970 1.59630 6.21650  0.0094
C 2.69670 1.26520 5.33630  -0.0046
C 2.42490 0.91920 4.03420  0.0044
H 0.22820 1.27210 -4.29840  -0.0031
H 1.56190 0.18940 -4.72520  -0.0031
H -0.04130 -0.46840 -4.34600  -0.0008
H 3.02270 0.92710 -2.91870  0.0015
H 4.62380 1.43360 -1.14960  -0.0014
H 3.93650 1.85310 0.43490  -0.0023
H 4.42900 0.19720 0.10410  -0.0034
H -0.94730 1.16070 4.11140  0.0028
H -0.45070 1.77470 6.45590  -0.0003
H 1.89290 1.87490 7.23730  0.0011
H 3.72040 1.28190 5.68630  -0.0004
H 3.21260 0.66580 3.34340  -0.0017
C -4.55760 -0.55960 0.65670  0.0002
N -4.20240 0.84150 0.53680  0.0126
C -5.19120 1.59740 -0.21050  0.0039
C -2.86950 1.08740 0.14360  0.0430
N -2.05580 0.23360 -0.34920  0.0194
N -2.50330 2.40810 0.34930  0.0029
C -1.22080 2.86900 0.15070  0.0681
N -0.89820 4.02060 0.89750  0.0212
N -0.39370 2.22540 -0.60990  -0.0212
H -5.51490 -0.62640 1.17540  0.0012
H -3.80160 -1.07740 1.24040  0.0013
H -4.64630 -1.06710 -0.31070  -0.0026
H -6.15290 1.53200 0.30170  0.0000
H -5.31180 1.20940 -1.23210  -0.0020
H -4.89290 2.64190 -0.27130  0.0002
H -2.38810 -0.73450 -0.46250  -0.0056
H -3.00190 2.86040 1.10300  -0.0010
H -1.57940 4.76740 0.85770  -0.0011
H 0.03240 4.36160 0.70000  -0.0022
H 0.48580 2.71640 -0.71710  -0.0025
Br 3.08740 -6.14720 0.87110  0.0000
C 1.30030 -5.63980 0.40290  -0.0008
C 0.41350 -6.63950 0.03180  0.0009
N -0.85050 -6.36150 -0.30890  -0.0001
C -1.23280 -5.10170 -0.27420  0.0004
C -0.41180 -4.02890 0.08000  0.0046
C 0.92360 -4.31810 0.43000  0.0019
C -0.95750 -2.64070 0.09780  -0.0013
O -2.13420 -2.47580 -0.28050  0.0086
O -0.19490 -1.72280 0.53330  0.0257
H 0.70320 -7.68060 0.00230  0.0001
H -2.26350 -4.90400 -0.53840  0.0001
H 1.59120 -3.51310 0.69560  0.0002

Results
spin multiplicity	5
E_tot	-5430.77190	hartree
HOMO energy (spin up / spin down)	-2.656 / -2.667	eV
total charge	-1



Entry 3:
C22H26CrN5O4 as an isolated structure in a non-equilibrium geometry. Source: OMol25; level of theory: wB97M-V/def2-TZVPD.

Last column: Mulliken spin population.
Geometry (Å):
Cr 0.33810 -0.41520 0.11821  3.6700
C -0.68960 -3.30151 -3.02347  -0.0021
C -0.78788 -2.23384 -2.13264  0.0371
N 0.02174 -2.07706 -1.09633  -0.0615
C 0.96936 -3.03232 -0.88228  -0.0085
C 1.14273 -4.13452 -1.71683  0.0020
C 0.28362 -4.24710 -2.82526  0.0111
C 2.15404 -5.10363 -1.39799  -0.0018
C 2.90769 -4.97483 -0.28768  -0.0010
C 2.73403 -3.85472 0.59760  -0.0136
C 3.47353 -3.67571 1.78259  0.0158
C 3.24236 -2.57358 2.56017  -0.0034
C 2.28910 -1.63298 2.15807  0.0534
N 1.57427 -1.77544 1.05074  -0.0530
C 1.78930 -2.88334 0.28527  0.0149
H -1.38156 -3.37087 -3.85156  -0.0002
H -1.56210 -1.49135 -2.25616  -0.0062
H 0.38758 -5.08576 -3.50404  0.0002
H 2.29217 -5.94800 -2.06178  -0.0001
H 3.65582 -5.71806 -0.04066  0.0001
H 4.21615 -4.41100 2.06936  0.0003
H 3.79054 -2.40639 3.47709  0.0001
H 2.10716 -0.74076 2.73709  -0.0051
C -2.73376 0.46251 -0.43250  0.0112
O -1.38575 0.68397 -0.86686  -0.0577
C -1.32893 1.19952 -2.20201  0.0050
C 0.09023 1.61980 -2.49985  0.0070
O 0.95854 0.71058 -1.84847  0.0289
C 2.34479 0.95521 -2.13190  0.0110
H -3.27364 1.40963 -0.39070  0.0014
H -2.69148 0.01692 0.55918  0.0058
H -3.25257 -0.21514 -1.11267  -0.0006
H -1.99322 2.06108 -2.28764  0.0014
H -1.67537 0.43771 -2.90176  -0.0040
H 0.29070 2.63534 -2.14669  -0.0029
H 0.25064 1.60309 -3.57996  0.0017
H 2.59486 0.59180 -3.12860  0.0030
H 2.93392 0.42702 -1.38659  -0.0011
H 2.56339 2.02190 -2.06814  -0.0002
C -1.09948 -0.77909 3.11265  -0.0006
O -0.13785 0.27280 2.99486  -0.0334
C 0.00590 0.86388 1.75567  -0.3554
O 1.19461 0.93246 1.23168  -0.1791
H -0.89925 -1.27467 4.05747  0.0041
H -0.98876 -1.50009 2.30081  0.0050
H -2.12432 -0.40229 3.11731  0.0027
N -3.18860 4.04253 3.56859  0.0048
C -2.29108 3.69858 2.62959  -0.0022
C -1.61752 2.46538 2.67975  -0.0464
N -0.72478 2.17316 1.73856  -0.0106
C -0.43856 3.05056 0.76279  -0.0227
C -1.14056 4.23641 0.73759  0.0146
N -2.06209 4.55865 1.63439  -0.0299
H -3.34171 3.49284 4.39449  -0.0001
H -3.59699 4.96153 3.52082  -0.0002
H -1.76583 1.74815 3.46653  -0.0072
H 0.35658 2.78497 0.08838  -0.0021
H -0.94310 4.96229 -0.04254  0.0003

Results
spin multiplicity	4
relative energy (zero: lowest compared OMol25 entry of this formula, charge and spin)	1.399	eV
E_tot	-2472.67049	hartree
HOMO energy (spin up / spin down)	-14.541 / -14.107	eV
total charge	+2



Entry 4:
One molecule with the formula C22H26F3N3O4S in a non-equilibrium geometry. Source: OMol25; level of theory: wB97M-V/def2-TZVPD.

Last column: Löwdin charge in e.
Geometry (Å):
C 0.66376 -3.62685 0.49251  -0.0633
O 1.38053 -2.44466 0.22977  -0.0662
C 2.66713 -2.54579 -0.15933  -0.2144
C 3.34751 -3.75328 -0.30991  -0.0144
C 4.68836 -3.77416 -0.64696  -0.0746
C 5.38588 -2.59320 -0.83064  -0.0851
C 4.72462 -1.38938 -0.68646  -0.0259
C 3.37007 -1.34302 -0.36509  -0.0890
C 2.72002 -0.03301 -0.28986  -0.1673
C 3.38513 1.04433 0.32196  0.0901
C 2.79703 2.28360 0.17584  -0.1331
C 3.41610 3.53328 0.75949  -0.5737
F 4.73990 3.40264 0.94772  0.1387
F 2.89479 3.83459 1.95977  0.1510
F 3.24102 4.60650 -0.01578  0.1548
N 1.66234 2.46744 -0.48552  0.1702
C 1.06792 1.36949 -0.91823  -0.3811
S -0.34489 1.77310 -1.99454  0.7464
O -1.49150 0.91940 -1.81894  -0.2958
O 0.22009 1.78856 -3.31925  -0.3033
C -0.76406 3.50198 -1.58763  -0.2112
C -1.11373 3.73362 -0.13138  -0.2081
C -2.23073 2.80836 0.34468  -0.1009
C -1.67934 1.42810 0.68554  -0.4480
O -0.47055 1.25624 0.82442  0.0184
N -2.56480 0.44649 0.91446  -0.0115
C -3.99869 0.56700 0.76906  -0.1391
C -4.44769 -0.11336 -0.52343  -0.1615
C -4.06679 -1.58728 -0.45421  -0.1867
C -2.56114 -1.70410 -0.23287  -0.1409
C -2.08216 -0.92771 1.00204  -0.3159
C -2.48162 -1.57651 2.32782  -0.0276
N 1.54270 0.14833 -0.88443  0.2169
H 1.13743 -4.21708 1.28436  0.1014
H 0.55619 -4.24007 -0.40750  0.1054
H -0.31886 -3.30228 0.82535  0.0645
H 2.83282 -4.69030 -0.17099  0.1021
H 5.18918 -4.72350 -0.76370  0.1066
H 6.43229 -2.60993 -1.09138  0.1023
H 5.25314 -0.46369 -0.85844  0.1169
H 4.30939 0.91223 0.85955  0.1301
H 0.11220 4.06735 -1.88871  0.0988
H -1.59673 3.72733 -2.25257  0.1130
H -0.22710 3.56246 0.48064  0.0987
H -1.42032 4.77540 -0.00983  0.1203
H -2.69236 3.22127 1.24570  0.1313
H -2.98540 2.71973 -0.43594  0.1157
H -4.30067 1.61162 0.79042  0.1119
H -4.46798 0.07230 1.62596  0.1236
H -5.52396 0.00854 -0.65622  0.1132
H -3.92584 0.34808 -1.36319  0.1060
H -4.61489 -2.07411 0.35665  0.1068
H -4.33641 -2.08976 -1.38438  0.1120
H -2.27942 -2.75363 -0.13699  0.1055
H -2.04913 -1.28102 -1.09840  0.1072
H -0.98998 -0.85710 0.96496  0.1334
H -1.95218 -2.51821 2.44978  0.0715
H -2.21124 -0.92420 3.15482  0.0879
H -3.54742 -1.78216 2.37945  0.0664

Results
spin multiplicity	1
SMILES string	COc1ccccc1-c1cc(C(F)(F)F)nc(S(=O)(=O)CCCC(=O)N2CCCC[C@@H]2C)n1
E_tot	-2016.96396	hartree
HOMO energy	-8.778	eV